{
  "formula": "C18H22N7STb",
  "method": "ωB97M-V/def2-TZVPD",
  "elements": ["Tb", "C", "C", "N", "C", "C", "S", "C", "C", "N", "H", "H", "H", "H", "H", "H", "H", "H", "H", "H", "H", "H", "H", "H", "C", "C", "C", "C", "N", "C", "C", "C", "C", "C", "C", "N", "H", "H", "H", "H", "H", "H", "H", "H", "N", "C", "N", "C", "N"],
  "coordinates": [[0.297, -0.441, -0.031], [-1.673, 2.291, 0.974], [-1.649, 2.299, -0.540], [-1.565, 0.929, -1.108], [-2.837, 0.166, -1.155], [-3.361, -0.374, 0.173], [-2.148, -1.209, 1.258], [-2.101, -0.156, 2.748], [-0.932, 0.824, 2.824], [-0.601, 1.429, 1.516], [-1.582, 3.314, 1.344], [-2.628, 1.925, 1.341], [-2.520, 2.834, -0.931], [-0.766, 2.840, -0.890], [-1.300, 1.050, -2.083], [-3.630, 0.775, -1.599], [-2.665, -0.668, -1.837], [-3.834, 0.397, 0.776], [-4.136, -1.107, -0.044], [-3.073, 0.334, 2.796], [-2.060, -0.838, 3.595], [-1.178, 1.590, 3.565], [-0.040, 0.310, 3.174], [0.228, 1.998, 1.670], [3.793, 0.556, -2.885], [3.697, -0.381, -3.900], [2.592, -1.221, -3.950], [1.606, -1.095, -2.990], [1.703, -0.188, -2.000], [2.775, 0.616, -1.954], [0.427, -2.007, -2.952], [-0.029, -2.654, -4.088], [-1.071, -3.561, -3.979], [-1.634, -3.800, -2.735], [-1.157, -3.083, -1.655], [-0.160, -2.189, -1.752], [4.644, 1.216, -2.800], [4.483, -0.474, -4.637], [2.522, -1.984, -4.712], [2.827, 1.317, -1.128], [0.426, -2.455, -5.047], [-1.433, -4.082, -4.856], [-2.427, -4.521, -2.599], [-1.577, -3.237, -0.668], [3.719, -0.983, 5.632], [3.608, -0.704, 4.521], [3.491, -0.347, 3.249], [2.659, -0.417, 2.369], [1.876, -0.414, 1.451]],
  "homo_ev": [-14.4, -14.4],
  "lumo_ev": [-6.73, -6.68],
  "max_force_ev_per_a": 0.420,
  "s2": 12.69,
  "total_charge": 2,
  "multiplicity": 7
}

***

{
  "formula": "C16H29B3F12NO3RbTl",
  "method": "ωB97M-V/def2-TZVPD",
  "elements": ["Tl", "Rb", "B", "F", "F", "F", "F", "B", "F", "F", "F", "F", "B", "F", "F", "F", "F", "C", "C", "C", "O", "C", "H", "H", "H", "H", "H", "H", "H", "H", "C", "C", "C", "O", "C", "H", "H", "H", "H", "H", "H", "H", "H", "C", "C", "C", "O", "C", "H", "H", "H", "H", "H", "H", "H", "H", "N", "C", "C", "C", "C", "H", "H", "H", "H", "H"],
  "coordinates": [[0.146, -3.377, -2.734], [-2.702, 1.973, -0.564], [-5.259, 0.091, 0.871], [-4.873, -0.553, -0.315], [-4.422, 1.172, 1.252], [-6.602, 0.589, 0.739], [-5.217, -0.866, 1.864], [2.571, -4.774, -0.937], [3.326, -5.607, -0.141], [3.405, -4.093, -1.818], [1.739, -5.528, -1.704], [1.787, -3.914, -0.242], [-1.339, -1.190, -0.577], [-2.196, -1.616, -1.535], [-0.847, -0.022, -1.079], [-2.082, -0.834, 0.486], [-0.285, -2.032, -0.282], [0.367, 4.645, -3.446], [0.532, 3.304, -4.035], [0.011, 2.366, -2.943], [-0.186, 3.179, -1.799], [0.604, 4.393, -1.950], [-0.623, 5.074, -3.600], [1.106, 5.369, -3.787], [1.553, 2.965, -4.208], [-0.054, 3.273, -4.954], [0.694, 1.531, -2.791], [-0.984, 1.990, -3.182], [1.622, 4.099, -1.694], [0.073, 5.072, -1.283], [3.165, 0.376, -0.876], [3.540, 0.392, -2.299], [3.468, -1.099, -2.714], [2.267, -1.523, -1.953], [2.246, -0.813, -0.688], [2.622, 1.241, -0.495], [4.073, 0.278, -0.280], [4.495, 0.906, -2.413], [2.854, 0.919, -2.962], [4.274, -1.763, -2.401], [3.263, -1.243, -3.774], [2.584, -1.460, 0.121], [1.315, -0.267, -0.540], [0.083, -3.022, 3.605], [-0.939, -2.123, 4.173], [-2.234, -2.373, 3.385], [-1.813, -3.361, 2.428], [-0.686, -4.058, 2.832], [0.657, -3.507, 4.395], [0.754, -2.576, 2.871], [-0.604, -1.095, 4.035], [-1.179, -2.368, 5.207], [-2.508, -1.458, 2.860], [-2.995, -2.758, 4.064], [-0.187, -4.386, 1.920], [-0.821, -5.031, 3.305], [-1.823, 3.030, 2.818], [-1.752, 1.752, 2.532], [-0.543, 1.525, 1.786], [0.073, 2.789, 1.652], [-0.730, 3.689, 2.339], [-2.611, 3.448, 3.291], [-2.489, 1.034, 2.861], [-0.127, 0.576, 1.481], [1.068, 2.912, 1.251], [-0.622, 4.738, 2.570]],
  "homo_ev": [-8.8, -8.8],
  "lumo_ev": [-1.40, -5.55],
  "max_force_ev_per_a": 3.759,
  "s2": 0.76,
  "multiplicity": 2
}

***

{
  "formula": "C8H14IN",
  "method": "ωB97M-V/def2-TZVPD",
  "elements": ["C", "C", "I", "C", "N", "C", "C", "C", "C", "C", "H", "H", "H", "H", "H", "H", "H", "H", "H", "H", "H", "H", "H", "H"],
  "coordinates": [[-3.568, 2.006, 1.593], [-3.266, 0.684, 0.840], [-4.782, -0.061, -0.481], [-2.050, 0.100, 0.577], [-1.004, -0.484, 0.520], [0.301, -1.240, 0.283], [1.497, -0.505, -0.426], [1.167, -0.158, -1.938], [2.607, -1.525, -0.576], [1.863, 0.697, 0.418], [-3.248, 1.842, 2.599], [-2.979, 2.779, 1.155], [-4.685, 2.160, 1.559], [-0.067, -1.999, -0.432], [0.555, -1.652, 1.258], [1.981, 0.084, -2.573], [0.406, 0.553, -2.139], [0.645, -1.100, -2.220], [3.199, -1.526, 0.211], [3.212, -1.056, -1.449], [2.254, -2.580, -0.742], [1.050, 1.372, 0.482], [2.819, 1.105, 0.081], [2.093, 0.503, 1.401]],
  "homo_ev": -7.2,
  "lumo_ev": 0.58,
  "smiles": "CC(I)=C=NCC(C)(C)C",
  "max_force_ev_per_a": 4.882,
  "e_above_lowest_kj_mol": 49.4
}

***

{
  "formula": "C23H30ClO5Ti",
  "method": "ωB97M-V/def2-TZVPD",
  "elements": ["Ti", "C", "C", "C", "C", "C", "C", "C", "C", "C", "C", "C", "C", "H", "H", "H", "H", "H", "H", "H", "H", "H", "H", "H", "H", "H", "H", "H", "H", "H", "H", "C", "O", "C", "C", "C", "C", "C", "C", "O", "C", "O", "C", "H", "H", "H", "H", "H", "H", "H", "H", "H", "Cl", "C", "C", "O", "O", "H", "H", "H"],
  "coordinates": [[0.000, 0.000, 0.000], [1.318, -2.916, -2.519], [1.340, -2.368, -1.127], [2.332, -1.456, -0.748], [3.198, -0.816, -1.784], [2.532, -1.172, 0.607], [3.643, -0.253, 1.004], [1.724, -1.785, 1.573], [2.050, -1.643, 3.027], [0.608, -2.532, 1.173], [-0.334, -3.104, 2.183], [0.408, -2.813, -0.182], [-0.767, -3.630, -0.615], [0.722, -2.308, -3.195], [0.921, -3.931, -2.534], [2.327, -2.985, -2.925], [4.149, -1.341, -1.887], [3.409, 0.226, -1.542], [2.706, -0.809, -2.758], [4.615, -0.700, 0.784], [3.623, 0.000, 2.063], [3.574, 0.693, 0.464], [1.560, -0.769, 3.462], [3.124, -1.549, 3.194], [1.749, -2.522, 3.597], [-0.214, -4.186, 2.249], [-1.369, -2.889, 1.921], [-0.184, -2.690, 3.181], [-0.580, -4.694, -0.466], [-0.997, -3.469, -1.668], [-1.668, -3.361, -0.063], [3.980, 5.247, -2.284], [2.721, 5.866, -2.049], [1.729, 5.040, -1.584], [0.506, 5.666, -1.361], [-0.581, 4.933, -0.887], [-0.436, 3.562, -0.636], [-1.525, 2.678, -0.129], [-2.904, 3.201, 0.162], [-1.253, 1.487, 0.047], [0.785, 2.881, -0.846], [0.887, 1.629, -0.607], [1.852, 3.668, -1.326], [4.665, 6.019, -2.649], [3.906, 4.478, -3.060], [4.402, 4.843, -1.359], [0.400, 6.728, -1.557], [-1.517, 5.450, -0.725], [-3.026, 4.264, -0.031], [-3.132, 3.022, 1.217], [-3.622, 2.662, -0.464], [2.792, 3.148, -1.489], [-2.521, -1.495, -2.993], [-2.219, 0.012, -2.088], [-2.787, -0.070, -0.670], [-4.047, 0.008, -0.575], [-1.923, -0.142, 0.253], [-2.686, 0.837, -2.632], [-1.137, 0.176, -2.069], [0.387, 0.150, 1.711]],
  "homo_ev": [-1.8, -4.2],
  "lumo_ev": [2.68, 2.68],
  "max_force_ev_per_a": 10.231,
  "s2": 2.01,
  "total_charge": -1,
  "multiplicity": 3
}

***

Here are the calculated molecular weight numbers, same order: 527.41 833.68 251.11 469.81 (Da).